26
Properties=species:S:1:pos:R:3 method="wB97M-V/def2-TZVPD" e_homo_ev=-20.85 de_lowest_kcal_mol=92.00 lumo_energy_ha=-0.5586 homo_lumo_gap_ev=5.7 molar_mass_g_mol=373.25 charge=+3 total_energy_ev=-42923.1939
O 0.66346 5.48768 -1.34090
C 0.50797 4.29972 -1.56877
Ce -0.76127 -0.09754 0.44629
C -0.24031 -2.31771 -0.47708
O 0.05609 -3.24823 -1.12922
C -0.70697 -0.11626 -2.13668
O -0.11986 -0.22998 -3.17743
C 1.47189 -0.42398 -0.47382
O 2.48269 -0.58810 -1.08077
C -2.07048 -1.04442 -1.44814
O -2.99771 -1.22053 -2.23140
H -0.46989 1.31880 -0.32733
C -1.10259 0.72165 5.26764
P -0.02244 -0.03692 4.13571
C 1.61614 0.64114 4.24182
C 0.05490 -1.81488 4.36465
O -0.51242 0.21554 2.71656
H -1.87870 0.03734 5.57162
H -1.55062 1.62066 4.86418
H -0.56542 0.98142 6.16061
H 1.95706 0.58592 5.27243
H 2.33314 0.08200 3.62991
H 1.62897 1.69574 3.95096
H -0.78392 -2.31685 3.84953
H 1.01695 -2.20746 3.99432
H -0.00656 -2.02473 5.44061


21
Properties=species:S:1:pos:R:3 method="wB97M-V/def2-TZVPD" e_homo_ev=-7.86 de_lowest_kcal_mol=80.14 lumo_energy_ha=0.0113 homo_lumo_gap_ev=8.2 molar_mass_g_mol=128.18 total_energy_ev=-11336.7462
H 1.71687 1.56795 2.04774
N 0.91443 2.00384 1.56596
C 0.57728 1.27385 0.56829
C -0.97271 1.32111 -0.20356
C -2.02020 1.00871 0.83476
C 1.31869 0.05569 0.11759
N 2.60859 0.01246 0.16245
H 2.92100 -0.88145 -0.23095
N 0.50516 -0.96859 -0.38954
C 0.41246 -1.21748 -1.82084
N -0.18477 -1.83086 0.49193
H -1.17916 0.82292 -1.14985
H -0.99623 2.37792 -0.47593
H -1.84998 1.55190 1.76667
H -3.01297 1.28542 0.46386
H -2.05834 -0.05891 1.06863
H 0.70685 -2.24902 -2.04304
H -0.62350 -1.07782 -2.14210
H 1.04156 -0.52984 -2.39013
H 0.07039 -2.80277 0.29945
H 0.10457 -1.66506 1.45862


33
Properties=species:S:1:pos:R:3 method="wB97M-V/def2-TZVPD" e_homo_ev=-8.34 de_lowest_kcal_mol=204.34 lumo_energy_ha=0.0053 homo_lumo_gap_ev=8.5 molar_mass_g_mol=218.25 total_energy_ev=-20788.2991
C 1.75747 0.04933 2.93826
C 1.81799 -0.99296 1.82221
C 2.24611 -0.67343 0.43027
C 3.65515 -0.02388 0.49590
C 1.20886 0.07700 -0.59249
N 0.82273 1.18135 0.08538
C 0.01016 -0.54778 -0.98766
O -0.13762 -1.78817 -1.11156
N -0.84557 0.38736 -1.29295
C -2.28019 0.19719 -1.63939
C -3.14124 -0.79021 -0.58412
O -4.16659 -1.15546 -1.40397
C -3.01842 1.59547 -1.92515
O -2.31587 2.64800 -1.60298
O -4.15834 1.38639 -2.51539
H 2.05006 1.12018 2.48771
H 2.73503 -0.16237 3.64012
H 0.70231 0.06687 3.71691
H 0.73142 -1.52294 1.67052
H 2.52346 -1.82075 2.25193
H 1.95233 -1.61008 0.08998
H 4.18139 -0.45664 1.31170
H 4.24181 -0.16594 -0.42084
H 3.53502 1.26248 0.41843
H 2.05036 0.57469 -1.42247
H 1.62320 1.84514 0.38408
H 0.15011 1.06808 0.97760
H -0.59064 1.32151 -1.13973
H -2.30476 -0.20227 -2.73750
H -3.43076 -0.18013 0.38269
H -2.46833 -1.57610 -0.25876
H -4.89784 -1.36602 -0.65015
H -4.23880 0.25407 -2.81857


13
Properties=species:S:1:pos:R:3 method="wB97M-V/def2-TZVPD" e_homo_ev=-9.78 de_lowest_kcal_mol=71.55 lumo_energy_ha=-0.0055 homo_lumo_gap_ev=9.6 molar_mass_g_mol=135.14 total_energy_ev=-21657.0743
O 0.14815 2.78542 -0.44648
C 0.04254 1.67799 0.08531
N 0.78920 0.55127 -0.50470
O 1.23877 0.86863 -1.76859
C 0.57054 -0.80965 -0.19477
O 1.02115 -1.68030 -0.85409
C 0.05281 -1.04973 1.17399
S -1.74762 -1.24683 1.15515
H -0.58728 1.42858 1.03455
H 1.01697 1.85249 -1.58167
H 0.55407 -1.87892 1.58984
H 0.20063 -0.01842 1.75369
H -2.00672 0.00498 0.42023


26
Properties=species:S:1:pos:R:3 method="wB97M-V/def2-TZVPD" e_homo_ev=-4.43 de_lowest_kcal_mol=1.96 lumo_energy_ha=0.0632 homo_lumo_gap_ev=6.2 molar_mass_g_mol=812.76 charge=-1 total_energy_ev=-373817.2302
Zr 1.53396 0.63287 -1.58907
Se 3.35723 4.06960 1.07672
Sb 3.56373 3.20522 -1.17062
Se 4.00246 0.68083 -0.84873
Se 1.12787 3.09894 -2.05017
Se 4.93076 4.00422 -2.94825
N -1.82500 0.51122 1.20185
C -1.19678 -0.80045 0.76408
C -1.79073 -1.95719 1.54673
P -1.69516 -0.80348 -1.04387
O -1.66003 -2.36858 -1.37330
O -3.08415 -0.26418 -1.00163
O -0.64088 -0.05687 -1.80323
P 0.60868 -0.55983 0.87593
O 0.98507 -0.96889 2.36619
O 1.27077 -1.35651 -0.20388
O 0.76218 0.92369 0.61361
H -2.67542 0.63155 0.60794
H -1.12875 1.25282 0.99780
H -2.06635 0.52326 2.18986
H -2.85746 -2.06061 1.34078
H -1.63530 -1.83336 2.62086
H -1.29694 -2.87652 1.23650
H -2.35714 -2.61877 -1.99374
H 1.88629 -0.68603 2.59024
Br 1.88107 -0.32295 -4.00259


13
Properties=species:S:1:pos:R:3 method="wB97M-V/def2-TZVPD" e_homo_ev=-10.03 de_lowest_kcal_mol=13.13 lumo_energy_ha=0.0245 homo_lumo_gap_ev=10.7 molar_mass_g_mol=106.08 total_energy_ev=-11294.7578
N -1.03707 0.87433 1.15790
C -1.05252 -0.24722 0.40624
N -1.96163 -0.19603 -0.60067
O -0.54244 -1.30693 0.78684
H -1.87972 1.42711 1.20473
H -0.47206 0.81313 1.99478
H -1.98029 0.66783 -1.12422
H -1.97177 -1.03249 -1.17061
O 2.72471 -1.39754 -0.50535
C 1.93366 -0.48606 -0.72170
O 2.16314 0.76046 -0.25980
H 1.06685 -0.55624 -1.39255
H 3.00913 0.67965 0.22441


20
Properties=species:S:1:pos:R:3 method="wB97M-V/def2-TZVPD" e_homo_ev=-8.54 de_lowest_kcal_mol=32.68 lumo_energy_ha=-0.0099 homo_lumo_gap_ev=8.3 molar_mass_g_mol=166.18 total_energy_ev=-29581.1726
C 1.75250 0.59646 1.12564
C 0.28021 0.05339 0.87708
C -0.16955 -0.60005 2.10059
C -0.67837 1.16993 0.35417
C 0.43873 -0.96590 -0.27570
O 0.08900 -0.73250 -1.40173
H 2.36275 0.82623 0.20536
H 2.24724 -0.12716 1.64236
H 1.93888 1.60752 1.52625
H 0.52794 -0.92228 2.76567
H -0.92353 -0.03847 2.77869
H -0.68429 -1.52751 1.90739
H -0.49854 2.21501 0.63032
H -1.70017 0.98941 0.81242
H -0.80531 1.35858 -0.76137
H 1.00268 -1.84165 0.10683
O -0.52318 -0.19920 -3.91946
P -1.61543 -1.04346 -3.07821
S -3.32808 -0.19839 -3.55237
H 0.28654 -0.61997 -3.84393


39
Properties=species:S:1:pos:R:3 method="wB97M-V/def2-TZVPD" e_homo_ev=-1.53 lumo_energy_ha=0.1425 homo_lumo_gap_ev=5.4 molar_mass_g_mol=614.63 charge=-2 total_energy_ev=-223695.0624
Cu 0.30921 0.23374 -0.19729
Br -2.61099 -4.06286 0.21911
C -1.82539 -2.97906 1.57531
C -2.03849 -3.30776 2.89851
C -1.46279 -2.54026 3.88751
Br -1.77949 -3.03066 5.71241
C -0.67309 -1.42046 3.59301
C -0.03969 -0.59216 4.54071
C 0.65271 0.51674 4.11461
C 0.74251 0.78744 2.74941
N 0.20211 -0.00546 1.84831
C -0.49779 -1.08216 2.22451
C -1.06239 -1.87026 1.14201
O -0.88549 -1.56566 -0.06339
H -2.65219 -4.16126 3.15351
H -0.10709 -0.83756 5.59261
H 1.11781 1.18084 4.82791
H 1.26251 1.65454 2.36931
O 4.33421 0.05084 -4.44299
C 3.15821 0.02524 -5.01969
O 3.03111 -0.01016 -6.23199
C 1.96811 0.03304 -4.13989
C 0.65491 0.05764 -4.58179
N -0.13049 0.01384 -3.49299
N 0.58251 -0.04036 -2.38219
C 1.85571 -0.01376 -2.72159
C 2.87361 0.02944 -1.61309
O 4.08951 0.01054 -1.94109
O 2.44211 0.09844 -0.45199
H 4.27511 0.03964 -3.37619
H 0.26231 0.10564 -5.57659
H -1.13629 0.04644 -3.42279
O -0.47019 2.00234 -0.49629
N -1.73939 2.05734 -0.75899
C -2.44789 3.04414 -0.21729
C -1.96499 4.05614 0.63061
N -1.56289 4.90304 1.30371
C -3.80549 3.18174 -0.52149
N -4.92159 3.39114 -0.73329


43
Properties=species:S:1:pos:R:3 method="wB97M-V/def2-TZVPD" e_homo_ev=-10.53 lumo_energy_ha=-0.0265 homo_lumo_gap_ev=9.8 molar_mass_g_mol=549.96 total_energy_ev=-55068.5375
N -1.14053 -1.37907 -1.90467
C -1.20697 -0.33912 -1.42715
C -1.25511 0.99641 -0.84776
C 0.15545 1.46688 -0.36691
I -0.08089 2.65201 1.42989
C 0.74863 2.33155 -1.38934
N 1.18573 3.05843 -2.16754
O 0.96938 0.38836 -0.04037
B 2.19324 0.23612 -0.72855
O 2.23516 -0.37293 -1.94678
O 3.33833 0.68232 -0.12448
H -1.62684 1.70204 -1.58519
H -1.91929 0.97629 0.01137
H 2.56946 0.19255 -2.65201
H 3.31554 0.49920 0.82288
C -3.46030 -4.25946 -2.47570
C -3.24078 -3.49932 -3.76355
O -3.76430 -4.22718 -4.89799
C -5.06551 -4.12788 -5.10275
O -5.85719 -3.50099 -4.46350
C -5.44913 -4.93050 -6.36212
F -4.87303 -6.13657 -6.36285
F -5.04629 -4.27099 -7.45703
F -6.76620 -5.09047 -6.42700
H -3.03053 -5.25895 -2.54656
H -2.98521 -3.72909 -1.65209
H -4.52256 -4.36576 -2.25719
H -2.17910 -3.38170 -3.96156
H -3.68567 -2.50669 -3.72651
C 4.76118 1.97343 6.42504
C 4.70764 2.46836 4.99695
O 3.40743 3.00716 4.67550
C 3.18126 4.24822 5.07753
O 3.92965 4.96736 5.66668
C 1.77275 4.68373 4.62974
F 0.86478 3.73054 4.88288
F 1.76838 4.91515 3.30956
F 1.40363 5.79174 5.25691
H 3.97000 1.24563 6.60573
H 5.72296 1.50074 6.61929
H 4.63196 2.79361 7.12972
H 4.85242 1.64891 4.29693
H 5.47046 3.21994 4.80053


119
Properties=species:S:1:pos:R:3 method="wB97M-V/def2-TZVPD" e_homo_ev="-2.76 / -8.10" lumo_energy_ha="0.0232 / 0.0223" spin_multiplicity=2 homo_lumo_gap_ev="3.4 / 8.7" s_squared=0.750 molar_mass_g_mol=707.04 total_energy_ev=-77863.2854
Ca -15.73183 12.77028 9.36084
O -13.32985 15.58249 11.38056
C -14.05644 14.79369 10.61869
O -13.61866 13.81793 9.98146
O -15.26989 14.96071 10.47052
H -14.06389 16.19153 11.48947
C -12.38991 14.89513 15.00869
C -11.62181 13.90362 15.83912
C -12.55491 12.71511 16.00206
O -13.42788 12.79391 14.84099
C -13.14580 13.97540 14.05205
H -11.87934 15.61148 14.36505
H -13.10690 15.36937 15.67885
H -11.27718 14.32470 16.78359
H -10.71247 13.60629 15.31683
H -13.14599 12.83251 16.91032
H -11.98059 11.79096 15.93724
H -14.04543 14.50864 13.74478
H -12.57399 13.64624 13.18442
C -18.64012 11.78507 12.69983
C -17.36463 11.78794 13.46293
C -16.42418 12.70214 12.58212
O -16.75057 12.40155 11.27157
C -18.16908 12.14160 11.26660
H -19.20302 12.59421 13.16517
H -19.19216 10.84525 12.71017
H -16.97991 10.77520 13.58313
H -17.46871 12.22040 14.45804
H -15.34627 12.72231 12.74275
H -16.63385 13.73967 12.84228
H -18.33953 11.32729 10.56237
H -18.72953 13.00794 10.91524
C -14.92770 8.77665 11.56102
C -14.11517 9.79201 12.30338
C -13.59119 10.66342 11.19917
O -14.74684 10.81582 10.40670
C -15.31816 9.55651 10.30802
H -15.83122 8.53297 12.11992
H -14.39889 7.84183 11.37509
H -13.28928 9.36807 12.87459
H -14.75609 10.40118 12.94074
H -12.81249 10.22490 10.57513
H -13.28140 11.66145 11.50912
H -14.98966 9.02539 9.41465
H -16.39492 9.72591 10.30931
C -13.92299 10.53328 5.62070
C -12.57157 10.88477 6.29496
C -13.03477 11.37752 7.67314
O -14.39115 11.77925 7.58502
C -15.04405 10.88168 6.64387
H -13.97945 9.45981 5.44019
H -14.06595 11.05261 4.67310
H -12.07029 11.72440 5.81347
H -11.92061 10.01071 6.31436
H -12.39633 12.16209 8.07928
H -13.05462 10.59865 8.43541
H -15.84888 11.41333 6.13623
H -15.32702 9.97094 7.17167
C -13.74484 19.40010 13.41151
C -15.23171 19.57329 13.15711
C -15.45196 18.76417 11.86717
O -14.53933 17.69827 12.01722
C -13.53027 17.93974 12.97276
H -13.49235 19.65834 14.43993
H -13.15275 20.03843 12.75572
H -15.36955 20.65132 13.07371
H -15.82762 19.20073 13.99029
H -15.08657 19.33705 11.01489
H -16.47649 18.44157 11.68181
H -12.56693 17.83995 12.47264
H -13.59034 17.23679 13.80363
C -8.71719 16.80655 10.58291
C -10.01032 16.47785 11.27082
C -10.26433 15.16542 10.46408
O -9.04336 14.55329 10.31718
C -8.02246 15.49670 10.45047
H -8.11796 17.50489 11.16715
H -8.92331 17.35706 9.66500
H -10.84241 17.18193 11.27040
H -9.88342 16.17708 12.31079
H -10.66831 15.43339 9.48782
H -10.88340 14.40656 10.94260
H -7.38639 15.52425 9.56573
H -7.38485 15.17774 11.27498
C -11.98668 18.67651 6.86964
C -11.50973 18.57843 8.27879
C -12.71604 18.24122 9.10100
O -13.84654 18.79632 8.31439
C -13.39541 19.31961 7.04752
H -12.09582 17.67275 6.45897
H -11.27751 19.21596 6.24180
H -10.99823 19.48908 8.59053
H -10.76606 17.78671 8.36955
H -12.66956 18.70517 10.08624
H -12.73593 17.15174 9.12807
H -13.29036 20.40424 7.02245
H -14.11704 19.08720 6.26435
C -14.33698 15.17574 7.01396
C -14.78284 14.62279 5.69392
N -15.89183 15.37416 5.07432
C -15.64867 16.84230 5.00495
C -16.76098 17.74106 4.44701
C -16.02984 14.94042 3.68332
C -16.17861 13.42148 3.43457
H -13.52951 14.62406 7.49537
H -15.14508 15.18662 7.74537
H -13.87481 16.15594 6.89686
H -13.94880 14.59971 4.99254
H -15.07573 13.57569 5.77074
H -15.46964 17.16813 6.02959
H -14.70073 16.88301 4.46842
H -16.91433 17.55050 3.38481
H -17.74376 17.63698 4.90680
H -16.47088 18.79017 4.50462
H -15.12594 15.19554 3.13017
H -16.85966 15.40984 3.15498
H -15.27641 12.87856 3.71630
H -16.22661 13.16286 2.37678
H -17.06808 12.93800 3.83855


17
Properties=species:S:1:pos:R:3 method="wB97M-V/def2-TZVPD" e_homo_ev=-9.34 de_lowest_kcal_mol=105.91 lumo_energy_ha=0.0309 homo_lumo_gap_ev=10.2 molar_mass_g_mol=128.13 total_energy_ev=-12386.3431
C -0.22241 1.95775 0.08334
C -0.17704 0.53759 -0.16312
N 0.83310 -0.26565 -0.30055
O 2.06503 0.50761 -0.14637
C 3.14873 -0.44254 -0.14689
O 3.05830 -1.58289 0.20039
C -1.39913 -0.22093 -0.33641
C -1.91047 -1.25121 0.58237
N -1.48478 -1.61350 -0.75248
H 0.15486 2.69968 -0.66987
H 0.18718 1.98297 1.11180
H -1.30152 2.24374 0.19266
H 4.05257 -0.05587 -0.53736
H -2.16743 0.49964 -0.70935
H -1.26531 -1.59113 1.36637
H -2.95457 -1.27414 0.78668
H -0.61712 -2.13113 -0.56123


71
Properties=species:S:1:pos:R:3 method="wB97M-V/def2-TZVPD" e_homo_ev=-8.45 de_lowest_kcal_mol=80.62 lumo_energy_ha=-0.0176 homo_lumo_gap_ev=8.0 molar_mass_g_mol=405.58 total_energy_ev=-36139.8803
C -4.19172 -2.00345 -1.59326
C -2.80492 -1.30014 -1.79173
C -2.83191 -0.28056 -2.98463
C -2.37677 -0.57621 -0.45003
N -2.71676 0.85247 -0.44571
C -2.87317 1.40222 0.89743
C -1.59614 1.29983 1.81070
O -0.77253 2.44918 1.55619
C 0.29448 2.12124 0.65038
C 1.62055 2.19077 1.45794
C 2.06516 0.84338 2.10992
C 2.13446 -0.39183 1.15570
C 3.37940 -0.43929 0.18837
N 3.91841 0.85479 -0.22674
C 0.28747 3.19054 -0.50310
O 1.41543 2.95993 -1.40153
N 1.02076 2.30126 -2.54719
O 0.91688 1.13920 -2.36386
H -4.60204 -2.19385 -2.60704
H -4.14205 -2.91195 -0.96634
H -4.87583 -1.27520 -1.10776
H -2.06244 -2.10757 -1.97099
H -2.72941 -0.87445 -3.91654
H -3.75490 0.32437 -2.96689
H -1.94387 0.38943 -2.93286
H -2.91086 -1.07414 0.38901
H -1.27129 -0.69163 -0.34789
H -2.09380 1.40091 -1.02055
H -3.12603 2.48201 0.80714
H -3.71423 0.93903 1.46168
H -1.05779 0.33731 1.71483
H -1.92203 1.37640 2.87485
H 0.11194 1.14923 0.15238
H 1.44309 2.90638 2.29441
H 2.42422 2.66139 0.85175
H 3.01475 0.97612 2.67474
H 1.30514 0.59398 2.88958
H 1.22458 -0.55599 0.54607
H 2.22099 -1.28861 1.81779
H 4.21120 -1.07237 0.56197
H 3.03134 -0.93892 -0.74649
H 4.20058 1.43229 0.55492
H 3.29430 1.34489 -0.85351
H -0.62336 3.03549 -1.12430
H 0.34569 4.22302 -0.11198
C -3.81775 -7.28679 0.31657
C -5.27468 -7.54009 0.66099
C -5.69686 -6.20147 1.24099
O -4.90808 -5.20224 0.58376
C -3.85275 -5.84063 -0.14503
H -3.42006 -7.96411 -0.43906
H -3.20166 -7.37829 1.21563
H -5.84116 -7.74830 -0.25108
H -5.42593 -8.36919 1.35209
H -5.48475 -6.14810 2.31423
H -6.75618 -5.99049 1.08588
H -4.08981 -5.76965 -1.21239
H -2.91282 -5.31656 0.03775
C 5.59305 5.15722 -0.90178
C 6.88050 5.16061 -0.09619
C 6.48122 4.36946 1.13723
O 5.48094 3.43357 0.71793
C 5.04160 3.77416 -0.60444
H 5.73985 5.33500 -1.96690
H 4.91257 5.92313 -0.51805
H 7.66312 4.62912 -0.64479
H 7.24891 6.15868 0.14077
H 6.03862 5.01878 1.90040
H 7.31989 3.83206 1.58294
H 5.44401 3.02717 -1.29571
H 3.95125 3.73611 -0.64858